1.
Computed, not measured: a molecular structure, C27H23BiCl2N7O3S, with wB97M-V/def2-TZVPD.

The geometry in XYZ format:
```
64
Properties=species:S:1:pos:R:3:forces:R:3
Bi -0.587689 -0.086336 0.426543 0.4 -0.2 0.2
N -1.044711 0.524300 4.894941 0.0 0.1 0.0
C -0.741132 -0.372379 3.963339 0.0 -0.2 -0.1
N -1.341925 -0.044475 2.834393 0.0 0.2 0.0
C -1.984717 1.124556 3.149963 -0.1 0.1 -0.1
N -1.839000 1.490350 4.396590 0.1 -0.1 0.0
C -2.738407 1.920802 2.167703 0.1 -0.1 0.1
C -3.604539 2.936734 2.557203 -0.1 0.1 0.0
N -4.285154 3.647141 1.669758 0.0 0.0 0.0
C -4.105364 3.344728 0.387019 0.0 0.0 0.1
C -3.237465 2.342380 -0.012261 0.0 -0.1 0.0
N -2.552452 1.633444 0.881068 0.1 0.0 0.0
H -0.742372 0.564394 5.855777 0.0 0.0 0.0
H -0.114642 -1.232443 4.128564 0.0 0.0 0.0
H -3.739717 3.168920 3.605676 0.0 0.0 0.0
H -4.666299 3.915744 -0.341401 0.0 0.0 0.0
H -3.089196 2.104332 -1.058384 0.0 0.0 0.0
Cl 6.211608 3.807167 -0.089352 0.0 0.0 0.0
C 5.000128 2.611789 0.255671 0.0 0.0 0.0
C 5.252051 1.270091 -0.034695 0.0 0.0 0.0
C 4.305510 0.309701 0.221288 0.2 0.0 -0.1
Cl 4.738034 -1.340911 -0.148266 -0.1 0.1 0.0
C 3.025356 0.596193 0.782885 -0.2 0.1 0.2
O 2.128751 -0.297929 0.978818 0.1 0.0 -0.1
C 2.833944 1.979352 1.103456 -0.1 0.1 0.0
C 1.654474 2.474843 1.789143 0.1 0.0 -0.1
O 0.713126 1.826444 2.217245 -0.3 0.1 0.0
C 3.805679 2.955831 0.824919 0.0 0.0 0.0
H 6.202491 0.981407 -0.463098 0.0 0.0 0.0
H 1.652905 3.572884 1.927994 0.0 0.0 0.1
H 3.603549 3.990434 1.075420 0.0 0.0 0.0
C 1.983162 1.247059 -4.727467 0.0 0.0 0.0
C 0.844574 0.616288 -5.223794 0.0 0.0 0.0
C -0.093846 0.082989 -4.360839 -0.1 0.0 0.0
C 0.115520 0.193480 -2.990382 -0.1 -0.1 0.2
C 1.248799 0.818182 -2.486231 0.1 0.0 0.0
C 2.187782 1.345140 -3.360562 0.0 0.0 0.0
N -0.802112 -0.337101 -2.024755 0.2 0.1 -0.3
N -1.750666 -1.014583 -2.437942 -0.2 -0.2 0.2
C -2.608829 -1.539166 -1.425193 0.1 0.1 -0.2
C -3.672813 -2.294997 -1.894849 -0.1 -0.1 0.0
C -4.551621 -2.868269 -0.988312 0.0 0.0 0.0
C -4.350850 -2.679491 0.369289 0.0 0.0 0.0
C -3.280150 -1.912820 0.829954 0.0 0.0 0.0
C -2.392662 -1.329041 -0.057040 0.0 0.1 -0.1
H 2.712356 1.659081 -5.411854 0.0 0.0 0.0
H 0.691966 0.541523 -6.291811 0.0 0.0 0.0
H -0.980704 -0.412805 -4.729334 0.0 0.0 0.0
H 1.424463 0.876453 -1.417039 0.0 0.0 0.0
H 3.074555 1.825152 -2.968915 0.0 0.0 0.0
H -3.794381 -2.424658 -2.962426 0.0 0.0 0.0
H -5.387121 -3.458175 -1.339058 0.0 0.0 0.0
H -5.030023 -3.132023 1.080309 0.0 0.0 0.0
H -3.148378 -1.776372 1.896331 0.0 0.0 0.0
C 1.311938 -4.189641 -0.836811 -0.1 0.0 0.0
S 1.680927 -2.606204 -0.087469 -0.3 -0.2 -0.1
C 2.387291 -3.232670 1.428510 -0.1 0.1 0.1
O 0.228188 -2.195506 0.318769 0.3 0.0 0.0
H 0.673244 -4.765376 -0.169116 0.0 0.0 0.0
H 2.245033 -4.711535 -1.043094 0.0 0.0 0.0
H 0.793418 -3.988126 -1.772444 0.0 0.0 0.0
H 1.552356 -3.618373 2.013463 0.0 -0.1 0.0
H 2.884533 -2.411336 1.932067 0.0 0.0 0.0
H 3.091221 -4.026587 1.190146 0.0 0.0 0.0
```
Forces are in eV/Å.

Summary:
Charge: +1
E, a.u.: -3184.635527
Energy above the lowest of the compared OMol25 structures with the same formula, charge and spin, kJ/mol: 85.45
Orbital gap, Ha: 0.2249
HOMO, eV: -9.879


2.
Computed, not measured: a molecular structure, C27H23F3IrN3O3PS, with wB97M-V/def2-TZVPD.

The geometry in XYZ format:
```
62
Properties=species:S:1:pos:R:3:forces:R:3
Ir 0.079432 0.158841 -1.411488 1.1 0.1 -0.1
N -0.263667 -1.676231 -2.327671 0.1 -0.1 0.0
C 0.839500 -2.637174 -2.069893 0.1 0.1 0.0
C 2.133270 -1.879143 -1.779653 0.0 0.4 0.1
O 3.194925 -2.437599 -1.744857 0.0 -0.2 -0.1
O 1.986113 -0.583144 -1.530765 0.0 -0.3 -0.1
H -1.169330 -2.082760 -2.116873 0.0 0.0 0.1
H -0.268887 -1.438784 -3.320672 -0.1 -0.1 0.0
H 0.978138 -3.308273 -2.914643 0.1 0.0 0.0
H 0.606620 -3.228155 -1.187909 0.0 0.0 0.0
O 0.304778 3.145364 -1.437718 0.4 -0.1 0.1
N 0.194176 2.076356 -0.552960 -0.8 0.2 -0.3
C -0.451462 2.466186 0.486003 0.3 -0.1 0.2
C -0.881952 1.695976 1.658076 0.0 -0.1 -0.1
C -1.702607 2.382557 2.551836 0.0 0.0 0.0
C -2.181034 1.760284 3.695367 0.0 0.0 0.0
C -1.826495 0.448321 3.960997 0.0 0.0 0.0
C -0.990169 -0.243416 3.090389 0.0 0.0 0.0
C -0.516280 0.363748 1.939694 -0.1 0.2 -0.1
P 0.652616 -0.389415 0.781341 -0.6 -0.1 -0.1
C 2.190168 0.416028 1.325110 0.0 -0.1 0.1
C 2.444774 0.368610 2.698978 0.0 0.0 0.0
C 3.565449 0.985321 3.228485 0.0 0.0 0.0
C 4.435778 1.669179 2.391880 0.0 0.0 0.0
C 4.187487 1.725020 1.029052 0.0 0.0 0.0
C 3.072918 1.098952 0.491213 0.0 0.0 0.0
C 0.743590 -2.138438 1.199096 0.0 0.0 0.1
C -0.435264 -2.886858 1.126707 0.0 0.0 0.1
C -0.422024 -4.233745 1.440354 0.0 0.0 0.0
C 0.771967 -4.843885 1.815091 0.0 0.0 0.0
C 1.945668 -4.109583 1.865578 0.0 0.0 0.0
C 1.936025 -2.753824 1.559474 0.0 0.0 -0.1
H 0.927223 2.845935 -2.119573 -0.1 0.0 -0.1
H -0.729106 3.516531 0.476137 0.1 0.0 0.1
H -1.974437 3.410164 2.343491 0.0 0.0 0.0
H -2.820769 2.303006 4.377443 0.0 0.0 0.0
H -2.187011 -0.040164 4.856541 0.0 0.0 0.0
H -0.699981 -1.260335 3.322730 0.0 0.0 0.0
H 1.767161 -0.154055 3.363638 0.0 0.0 0.0
H 3.755686 0.934761 4.292157 0.0 0.0 0.0
H 5.309635 2.156631 2.803514 0.0 0.0 0.0
H 4.869952 2.251042 0.375222 0.0 0.0 0.0
H 2.913395 1.121296 -0.574048 0.0 0.0 0.0
H -1.363947 -2.407140 0.831643 0.0 0.0 0.0
H -1.335767 -4.811185 1.391515 0.0 0.0 0.0
H 0.782747 -5.896625 2.064028 0.0 0.0 0.0
H 2.876114 -4.589376 2.136676 0.0 0.0 0.0
H 2.858740 -2.188534 1.578305 0.0 0.0 0.0
F -2.195464 1.000659 -6.055693 0.0 0.0 0.0
C -2.583209 2.087138 -5.374731 0.0 0.1 0.0
F -3.741900 2.502007 -5.898383 0.0 0.0 0.0
F -1.672274 3.045134 -5.583944 0.0 0.0 0.0
C -2.728688 1.778407 -3.905323 0.0 -0.1 0.0
C -3.933670 1.943035 -3.253095 0.0 0.0 0.0
C -4.061958 1.590170 -1.910951 0.0 0.0 0.0
C -2.973448 1.045453 -1.270305 0.0 0.0 0.0
N -1.804261 0.897806 -1.904787 -0.1 -0.2 0.3
C -1.642307 1.268277 -3.189883 0.1 0.0 -0.1
S 0.011672 0.978769 -3.693565 -0.5 0.1 0.0
H -4.781993 2.336677 -3.795998 0.0 0.0 0.0
H -4.993147 1.729118 -1.382666 0.0 0.0 0.0
H -3.003190 0.715109 -0.239736 0.0 0.0 0.0
```
Forces are in eV/Å.

Summary:
Charge: +1
E, a.u.: -2576.023661
Energy above the lowest of the compared OMol25 structures with the same formula, charge and spin, kJ/mol: 120.95
Orbital gap, Ha: 0.2910
HOMO, eV: -11.573


3.
Computed, not measured: a molecular structure, C27H23N5O5Zr, with wB97M-V/def2-TZVPD.

The geometry in XYZ format:
```
61
Properties=species:S:1:pos:R:3:forces:R:3
Zr 0.273069 -0.465788 -0.163938 -0.3 0.9 2.0
C 2.152423 -2.472238 3.422524 0.0 0.3 -0.3
C 2.087332 -1.944589 2.117693 -0.4 -0.8 -0.6
N 1.421068 -0.858927 1.733604 -0.3 0.2 1.1
C 0.833368 -0.133896 2.739420 -1.2 1.9 0.7
C 0.772113 -0.613829 4.078217 0.3 1.5 0.6
C 1.519361 -1.790805 4.439464 -0.9 0.6 -0.9
C 0.076069 0.251118 5.022641 0.4 -1.3 -0.1
C -0.479321 1.448006 4.658695 -0.6 0.6 2.5
C -0.478984 1.961582 3.390493 1.1 -1.1 -3.2
C 0.134303 1.156980 2.387791 -0.6 -1.2 1.1
N -0.077753 1.271370 1.025803 0.3 -0.8 -0.9
C -0.987583 2.166311 0.447839 -0.2 2.2 0.4
C -1.123738 3.561454 0.808844 1.7 -3.0 0.5
C -2.146101 4.312585 0.289457 -0.9 1.4 -0.2
C -2.957630 3.882845 -0.737668 0.4 -1.5 -0.7
C -2.784638 2.548295 -1.241353 0.1 0.3 1.2
C -3.624295 1.976062 -2.242729 -0.5 -0.4 -0.5
C -3.480198 0.671257 -2.655482 1.8 -0.3 1.7
C -2.450606 -0.118804 -1.985949 -1.6 0.7 -0.6
N -1.696104 0.363909 -1.028708 0.4 0.4 0.6
C -1.835582 1.684713 -0.578598 -0.5 0.3 -1.4
H 2.658373 -3.433281 3.532174 0.0 0.5 0.3
H 2.509822 -2.534200 1.309545 0.2 0.2 0.0
H 1.503633 -2.138703 5.464358 0.1 0.0 0.0
H -0.060177 -0.111483 6.041371 0.3 0.2 -0.2
H -0.970935 2.085808 5.438508 0.5 -0.9 -0.6
H -1.002284 2.880712 3.089517 0.3 -0.7 0.5
H -0.372436 3.982287 1.521949 -1.0 -0.3 -0.7
H -2.308836 5.294414 0.746540 0.1 -0.2 -0.5
H -3.676041 4.503961 -1.255624 -0.1 0.2 0.4
H -4.476106 2.523649 -2.685454 0.8 0.1 0.4
H -4.114086 0.214164 -3.385512 -0.2 -0.1 -0.3
H -2.366257 -1.198101 -2.179358 0.1 0.5 -0.2
C -3.298936 -2.576526 2.765042 0.7 -1.7 0.6
O -2.924817 -3.065073 1.446239 0.9 0.9 -0.5
C -1.903563 -2.445812 0.896976 -0.3 0.5 0.8
O -1.419098 -1.339081 1.264559 -0.3 -2.1 -1.2
N -1.421615 -3.164610 -0.164215 -0.2 -1.0 -0.1
N -0.134447 -2.799652 -0.579642 1.1 -1.2 -1.8
H -4.143768 -3.215157 3.007401 -0.3 0.6 0.1
H -3.445848 -1.515447 2.759811 -0.3 0.4 0.1
H -2.477212 -2.908222 3.437305 -0.5 0.7 -0.3
H -1.711132 -4.159606 -0.304145 0.2 1.3 0.4
H -0.042484 -2.963603 -1.605908 -0.7 0.7 0.4
H 0.565613 -3.524115 -0.329297 -0.3 0.6 0.9
O 2.908634 2.422219 -3.110561 -0.7 0.3 -0.6
C 3.337020 1.212267 -3.629369 -1.1 0.9 0.8
C 4.284565 1.172793 -4.607302 0.4 0.4 -1.3
C 4.645643 -0.027778 -5.170382 -0.2 -1.5 0.2
C 4.088920 -1.260818 -4.737313 -0.5 0.1 -0.8
C 3.124941 -1.229472 -3.718637 1.6 -0.1 -0.7
C 2.847661 -0.000511 -3.102428 -1.2 -0.1 0.4
C 1.982669 -0.067212 -1.899989 1.5 0.6 -0.1
O 1.076239 0.778936 -1.565051 -0.1 0.4 -1.4
O 2.178899 -1.000757 -1.029607 -0.7 -0.5 -0.6
H 2.467956 3.049308 -3.765267 1.1 -1.5 0.9
H 4.669296 2.080958 -5.080251 -0.1 -0.1 0.5
H 5.335400 -0.002449 -5.998771 0.2 -0.2 0.0
H 4.299518 -2.210716 -5.303508 -0.1 1.2 0.8
H 2.638715 -2.166684 -3.441754 0.2 0.4 0.3
```
Forces are in eV/Å.

Summary:
Charge: +2
E, a.u.: -1739.364928
Energy above the lowest of the compared OMol25 structures with the same formula, charge and spin, kJ/mol: 13.62
Orbital gap, Ha: 0.2270
HOMO, eV: -12.653


Which value of HOMO does entry 3 give?
-12.653 eV


E of number 2 (C27H23F3IrN3O3PS)?
-2576.023661 a.u.